Entry 1:
{"formula": "C4H10O3", "method": "ωB97M-V with the def2-TZVPD basis set", "symbols": ["C", "C", "H", "H", "H", "O", "H", "O", "H", "C", "H", "H", "H", "H", "H", "O", "C"], "coordinates": [[-1.383, 0.083, -1.408], [-0.639, -1.108, 0.527], [-0.254, -2.605, 2.134], [-1.726, -1.244, 0.643], [-0.606, -3.253, 0.604], [2.258, 5.307, -0.321], [-0.154, -1.718, -1.472], [-2.348, -0.216, -2.052], [1.867, 4.479, -0.091], [-0.090, -2.411, 1.077], [-1.320, 1.092, -0.927], [0.975, -2.434, 0.839], [0.025, -0.176, 2.182], [0.729, -0.242, -1.079], [2.965, 5.194, -0.980], [-0.101, 0.024, 1.242], [-0.199, -0.774, -0.917]], "homo_energy_ev": -9.69, "orbital_gap_ev": 10.267, "smiles": "C[C@@H](O)CC=O.O"}



Entry 2:
{"formula": "C4H10O3", "method": "ωB97M-V with the def2-TZVPD basis set", "symbols": ["H", "H", "H", "H", "H", "C", "O", "H", "O", "H", "H", "H", "C", "H", "O", "C", "C"], "coordinates": [[-1.327, -1.846, 0.515], [-3.026, -0.033, 0.363], [-2.429, -0.383, -1.279], [-0.249, -0.864, -0.524], [0.421, -0.287, 1.484], [-1.016, -0.819, 0.275], [-0.535, -0.142, 1.421], [-1.328, 1.582, 0.382], [1.952, -0.323, 0.234], [1.515, -2.139, -0.104], [2.508, 1.616, 0.556], [1.035, 1.398, -0.458], [-2.147, 0.011, -0.298], [2.652, 1.049, -1.150], [-1.707, 1.340, -0.478], [1.635, -1.197, -0.693], [2.046, 1.037, -0.245]], "homo_energy_ev": -9.05, "orbital_gap_ev": 9.530}



Entry 3:
{"formula": "C4H10O3", "method": "ωB97M-V with the def2-TZVPD basis set", "symbols": ["H", "H", "H", "H", "C", "H", "H", "O", "O", "H", "H", "C", "C", "O", "H", "H", "C"], "coordinates": [[1.436, -0.340, 1.263], [3.585, -0.975, -0.717], [1.659, 2.084, -1.506], [-0.435, -1.397, 1.118], [-1.499, 0.478, 0.755], [-2.132, -2.119, -0.322], [-3.016, -1.322, -1.687], [0.674, 0.190, 1.582], [1.347, 1.181, -1.672], [-1.614, 1.530, 0.992], [2.340, -0.136, -0.721], [-0.406, -0.304, 1.080], [-2.391, 0.053, -0.234], [2.957, -0.573, -0.107], [-3.059, 0.848, -0.519], [0.418, 1.381, -1.854], [-2.467, -1.199, -0.766]], "homo_energy_ev": [-14.24, -15.08], "orbital_gap_ev": [8.984, 7.902], "charge": 1, "multiplicity": 2}



Entry 4:
{"formula": "C4H10OS", "method": "ωB97M-V with the def2-TZVPD basis set", "symbols": ["C", "H", "H", "C", "H", "H", "H", "C", "H", "H", "H", "S", "C", "H", "O", "H"], "coordinates": [[0.255, -1.590, 0.734], [0.510, 0.084, 1.904], [1.123, -2.409, 0.759], [-0.040, -0.756, 1.988], [-1.186, -0.495, 2.124], [-0.650, 2.040, -2.510], [-1.258, 2.773, -1.170], [-0.832, 0.683, -0.930], [-0.687, -2.250, 0.433], [0.229, -1.276, 2.864], [0.455, 2.162, -1.233], [0.718, -0.327, -0.437], [-0.493, 2.025, -1.515], [1.334, -1.224, -1.406], [1.875, 0.418, 0.105], [-1.352, 0.143, -1.709]], "homo_energy_ev": -7.51, "orbital_gap_ev": 7.852, "smiles": "CC=[S@@H](=O)CC"}



Entry 5:
{"formula": "C4H10OS", "method": "ωB97M-V with the def2-TZVPD basis set", "symbols": ["H", "C", "H", "H", "C", "C", "S", "H", "C", "O", "H", "H", "H", "H", "H", "H"], "coordinates": [[-0.836, -1.375, -1.537], [0.942, -1.841, 1.483], [1.563, 2.220, -0.570], [-2.081, -1.454, 0.230], [-1.388, -0.796, -0.652], [-0.303, 0.113, -0.209], [1.355, -0.405, 0.103], [0.089, 2.489, 0.124], [0.476, 2.273, -0.877], [-0.182, 1.127, -1.310], [-0.587, 0.708, 0.670], [2.062, -1.765, 2.124], [-2.068, 0.243, -1.164], [0.808, -3.036, 1.035], [0.270, 2.864, -1.689], [-0.119, -1.366, 2.241]], "homo_energy_ev": -8.80, "orbital_gap_ev": 9.346}



Entry 6:
{"formula": "C4H10OS", "method": "ωB97M-V with the def2-TZVPD basis set", "symbols": ["S", "C", "C", "H", "H", "H", "C", "H", "H", "C", "H", "H", "H", "H", "O", "H"], "coordinates": [[-1.293, -0.036, -3.266], [-0.234, 0.192, -0.627], [0.178, 0.474, 1.843], [-1.228, 0.586, -0.442], [-0.608, -1.686, -1.608], [-0.744, 0.432, 2.388], [-0.358, -0.667, -1.866], [0.675, -0.863, -2.265], [1.335, -0.782, 0.505], [0.303, -0.484, 0.641], [-0.215, -1.418, 0.863], [2.011, 0.244, 2.440], [0.386, 1.083, -0.880], [0.499, 1.486, 1.593], [1.164, 0.061, 2.848], [-1.870, 1.377, -2.166]], "homo_energy_ev": -9.06, "orbital_gap_ev": 8.690}



Entry 7:
{"formula": "C4H10OS", "method": "ωB97M-V with the def2-TZVPD basis set", "symbols": ["H", "H", "S", "C", "O", "H", "H", "C", "H", "H", "C", "H", "H", "C", "H", "H"], "coordinates": [[-3.628, 1.410, 0.663], [-2.830, -0.895, -0.466], [-1.721, 0.529, 1.874], [2.838, -1.723, -0.340], [3.585, -0.039, -1.886], [1.739, -0.683, -1.893], [-0.486, 0.836, 1.469], [2.701, -0.680, -1.359], [-2.196, 2.222, 0.082], [3.897, -1.849, -0.038], [-2.560, 0.209, -0.681], [2.102, -1.428, 0.451], [-3.191, 0.448, -1.523], [-2.585, 1.254, 0.421], [-1.582, 0.158, -1.104], [2.671, -2.735, -0.789]], "homo_energy_ev": -9.18, "orbital_gap_ev": 9.812, "smiles": "CC=O.CCS"}



Entry 8:
{"formula": "C4H10OS", "method": "ωB97M-V with the def2-TZVPD basis set", "symbols": ["H", "H", "H", "C", "H", "H", "H", "H", "O", "H", "H", "C", "C", "C", "H", "S"], "coordinates": [[-0.193, 0.682, 1.324], [-2.421, 0.957, -0.375], [-0.147, -1.639, -0.723], [-0.652, -0.724, -0.409], [-0.229, 1.067, -1.631], [1.700, 1.011, 0.098], [-1.679, -0.972, -0.081], [-0.097, -1.065, 1.562], [-2.249, 0.910, -1.312], [1.954, 0.812, 2.625], [-1.201, -0.218, -2.463], [1.593, -0.015, 0.464], [-0.948, 0.270, -1.516], [0.104, -0.259, 0.856], [1.829, -0.715, -0.325], [2.638, -0.103, 1.906]], "homo_energy_ev": -9.03, "orbital_gap_ev": 9.890, "smiles": "OCCCCS"}



Entry 9:
{"formula": "C4H10OSi3", "method": "ωB97M-V with the def2-TZVPD basis set", "symbols": ["C", "H", "H", "H", "H", "H", "C", "H", "C", "H", "O", "H", "Si", "C", "Si", "H", "Si", "H"], "coordinates": [[-0.442, 0.486, -0.206], [0.127, -1.997, -1.258], [1.904, -0.248, 0.871], [-1.829, 2.331, -1.115], [1.136, 1.831, 1.328], [0.898, 2.588, -2.148], [-0.107, -2.044, -0.251], [-0.156, -2.998, 0.148], [-0.318, -0.899, 0.354], [-1.248, -1.909, 2.136], [-0.308, 0.469, -1.683], [-1.357, -0.093, 2.042], [1.380, 0.938, 0.300], [-0.686, -0.931, 1.826], [-1.787, 1.699, 0.293], [1.612, 0.537, -3.105], [1.068, 1.228, -2.004], [0.111, -0.988, 2.472]], "homo_energy_ev": -8.10, "orbital_gap_ev": 7.345}



Entry 10:
{"formula": "C4H10S", "method": "ωB97M-V with the def2-TZVPD basis set", "symbols": ["H", "C", "H", "H", "H", "H", "H", "S", "H", "C", "H", "C", "H", "C", "H"], "coordinates": [[0.183, -0.503, 2.260], [0.569, -1.629, 0.172], [1.167, -1.278, -0.726], [-1.443, 1.935, -1.121], [-1.366, 0.247, -1.330], [1.293, 0.687, -2.912], [1.329, -2.216, 0.772], [0.964, 1.377, -1.734], [-0.483, -2.013, 0.102], [0.430, -0.325, 1.204], [1.412, 0.309, 1.265], [-0.720, 0.670, 0.707], [-0.845, 1.595, 1.364], [-0.782, 1.025, -0.782], [-1.709, 0.118, 0.760]], "homo_energy_ev": [0.74, -4.18], "orbital_gap_ev": [3.190, 7.950], "charge": -1, "multiplicity": 2}



Entry 11:
{"formula": "C4H10S", "method": "ωB97M-V with the def2-TZVPD basis set", "symbols": ["H", "H", "C", "H", "C", "H", "H", "C", "S", "H", "H", "H", "H", "C", "H"], "coordinates": [[-2.720, -0.279, -0.885], [-0.772, 0.707, -1.656], [-2.375, -0.411, 0.138], [-1.879, -1.370, 0.080], [-1.292, 0.582, 0.477], [1.352, 1.051, 1.053], [-0.638, 0.215, 1.269], [-0.397, 0.856, -0.619], [0.963, -0.943, -0.294], [-1.851, 1.509, 0.822], [0.348, 1.649, -0.585], [2.346, 1.186, -0.436], [3.027, 0.448, 1.145], [2.172, 0.699, 0.528], [-3.265, -0.393, 0.759]], "homo_energy_ev": -8.53, "orbital_gap_ev": 9.030}



Entry 12:
{"formula": "C4H10S", "method": "ωB97M-V with the def2-TZVPD basis set", "symbols": ["H", "H", "H", "H", "H", "C", "C", "C", "H", "S", "H", "H", "C", "H", "H"], "coordinates": [[0.682, -2.044, -0.793], [-3.169, 2.282, 0.211], [2.528, -1.726, 0.448], [1.630, -0.922, -1.766], [1.051, -1.146, 1.286], [-3.040, 1.143, 0.390], [1.876, -0.885, 0.500], [1.036, -0.989, -0.826], [-3.595, 0.539, -0.352], [-1.341, 0.775, 0.296], [-3.627, 0.933, 1.325], [0.128, -0.377, -0.989], [1.869, 0.449, 0.001], [2.818, 0.910, -0.290], [1.154, 1.059, 0.558]], "homo_energy_ev": -6.27, "orbital_gap_ev": 4.534}



Entry 13:
{"formula": "C4H10S", "method": "ωB97M-V with the def2-TZVPD basis set", "symbols": ["C", "H", "H", "C", "H", "H", "H", "H", "H", "H", "S", "H", "C", "C", "H"], "coordinates": [[0.202, 1.271, -0.631], [-0.005, -0.578, -1.500], [0.937, 0.759, -0.022], [-1.140, 1.026, -0.243], [0.816, -1.249, 2.779], [1.819, -0.439, 1.522], [0.484, 2.223, -1.082], [2.063, -2.111, 1.923], [-1.946, 1.716, -0.312], [-1.625, -0.675, -1.469], [0.118, -1.874, 0.494], [-0.964, 0.684, -2.439], [-0.893, 0.141, -1.488], [1.285, -1.348, 1.804], [-1.152, 0.453, 0.665]], "homo_energy_ev": -6.58, "orbital_gap_ev": 5.508}



Number 1: F_max 2.97 eV Å⁻¹. Number 2: F_max 0.48 eV Å⁻¹. Number 3: F_max 1.54 eV Å⁻¹. Number 4: F_max 4.71 eV Å⁻¹. Number 5: F_max 4.77 eV Å⁻¹. Number 6: F_max 4.68 eV Å⁻¹. Number 7: F_max 2.93 eV Å⁻¹. Number 8: F_max 1.78 eV Å⁻¹. Number 9: F_max 3.50 eV Å⁻¹. Number 10: F_max 3.96 eV Å⁻¹. Number 11: F_max 4.26 eV Å⁻¹. Number 12: F_max 3.80 eV Å⁻¹. Number 13: F_max 2.36 eV Å⁻¹.